# 1
72
Properties=species:S:1:pos:R:3:forces:R:3 method="wB97M-V/def2-TZVPD" orbital_gap_ev=6.2 e_tot_ev=-80109.7908 homo_energy_ev=-6.0566 total_charge=0
Cd -22.624879 16.889938 -18.338189 1.812 0.404 -0.501
C -19.026443 17.073879 -21.552970 -0.398 -0.047 -0.431
C -19.035413 17.222420 -20.009474 1.309 -0.266 -1.427
C -17.582041 17.483603 -19.574894 -0.106 0.880 0.414
C -17.185500 18.934333 -19.811189 0.527 0.044 -1.184
C -18.132361 19.846468 -19.061378 0.112 -0.308 -0.583
C -19.579115 19.666707 -19.550514 0.414 0.122 -0.269
N -19.888010 18.266047 -19.570156 0.040 -0.952 2.326
O -21.222860 17.906987 -19.512038 -0.870 0.359 -1.163
C -19.783978 20.324807 -20.920405 -0.740 -0.501 -0.683
C -20.468556 20.353852 -18.542342 -0.534 0.272 -0.088
C -19.403934 15.862684 -19.458933 -0.272 -0.426 0.320
H -18.577410 17.924482 -22.067883 0.049 0.033 0.174
H -20.059762 17.010209 -21.911796 0.056 -0.051 0.064
H -18.489628 16.178327 -21.882977 -0.040 0.004 0.072
H -16.880242 16.822920 -20.084517 -0.150 -0.230 0.061
H -17.533039 17.332822 -18.486812 0.159 -0.286 -0.118
H -17.203126 19.174180 -20.888232 -0.378 -0.159 0.141
H -16.115190 19.088151 -19.628971 -0.182 0.055 0.707
H -17.886996 20.896729 -19.236760 0.178 -0.005 0.445
H -18.085966 19.540073 -18.012477 -0.015 0.541 0.130
H -19.886861 21.407663 -20.852612 0.167 0.043 -0.109
H -20.713441 19.908772 -21.335742 -0.129 0.317 0.295
H -19.066216 20.030927 -21.691078 0.388 0.304 0.346
H -21.504700 20.368360 -18.868623 -0.040 -0.172 0.041
H -20.176333 21.400922 -18.431623 0.197 -0.085 0.197
H -20.405766 19.816611 -17.596363 -0.027 0.200 0.131
H -19.396024 15.849779 -18.363225 -0.117 0.123 -0.040
H -18.651514 15.147153 -19.795864 0.005 -0.046 0.005
H -20.376374 15.520426 -19.822567 0.025 0.063 0.057
C -25.431195 19.217725 -19.660102 0.186 -0.098 0.091
F -26.272310 20.186490 -19.968206 0.017 -0.062 -0.081
F -26.044369 18.025809 -19.826386 -0.013 0.245 -0.018
F -24.382023 19.247356 -20.491365 -0.265 -0.068 0.149
S -24.854592 19.440214 -17.903619 1.881 0.228 -0.977
O -23.750423 20.340846 -18.010135 -0.025 -0.418 -0.107
O -25.988191 19.853375 -17.166504 -0.686 -0.360 0.542
N -24.276344 17.908120 -17.544809 -2.732 2.263 0.825
S -25.244375 17.186348 -16.450001 1.785 -2.355 0.651
O -26.620645 17.195358 -16.729976 -1.399 0.512 -0.294
O -24.632455 15.897735 -16.203902 0.141 0.628 -0.268
C -24.932001 18.096810 -14.834479 0.113 0.301 -0.394
F -25.954672 18.864015 -14.503672 0.062 -0.128 0.125
F -24.719794 17.190631 -13.888061 -0.067 0.192 0.038
F -23.832152 18.860210 -14.960500 -0.251 -0.186 0.186
C -22.996684 15.564839 -22.433808 0.923 -0.390 -0.652
C -23.883509 15.224577 -21.284223 0.060 -0.226 0.041
O -23.772854 16.222661 -20.255944 -0.760 -0.214 -0.301
H -23.264289 16.489537 -22.939373 0.004 0.119 0.130
H -22.959475 14.769037 -23.185717 -0.409 0.003 0.061
H -21.962963 15.607459 -22.078959 -0.097 0.428 0.051
H -23.552344 14.267403 -20.870432 -0.106 0.041 0.144
H -24.929961 15.116591 -21.572081 -0.034 0.004 0.044
H -24.459021 16.873919 -20.444421 0.118 0.074 0.140
C -22.369023 12.548599 -17.049617 -0.125 0.059 0.587
C -21.797294 13.459727 -18.100081 -0.640 0.558 -0.062
O -22.644367 14.653549 -18.237096 0.411 -1.297 -0.203
H -22.389176 13.039404 -16.073412 0.107 0.034 -0.058
H -21.775021 11.639011 -16.954265 -0.032 -0.028 -0.086
H -23.407568 12.288998 -17.258161 0.071 -0.112 -0.201
H -21.781460 12.960803 -19.070020 0.281 0.063 -0.033
H -20.805296 13.823295 -17.846455 0.078 -0.034 -0.106
H -23.341866 14.412422 -18.855417 -0.218 0.113 0.179
C -19.356847 17.780691 -15.720335 -0.444 0.319 -0.369
C -20.873594 17.670149 -15.628516 0.554 0.195 0.311
O -21.360729 16.621541 -16.474878 0.099 -0.080 0.392
H -18.997022 18.558061 -15.045596 0.056 -0.148 0.151
H -19.110138 18.105927 -16.735004 0.073 -0.223 0.023
H -18.865129 16.828775 -15.518614 0.055 0.025 0.144
H -21.320295 18.601080 -15.972919 -0.172 -0.115 -0.129
H -21.220912 17.502485 -14.605671 0.021 -0.076 -0.030
H -21.044235 15.774077 -16.148883 -0.060 -0.016 0.038



# 2
83
Properties=species:S:1:pos:R:3:forces:R:3 method="wB97M-V/def2-TZVPD" orbital_gap_ev=5.8 e_tot_ev=-368015.5598 homo_energy_ev=-4.3339 total_charge=-1
O 3.493162 -4.177060 -0.206969 -0.204 0.250 -0.064
C 3.530584 -3.352621 -1.165650 0.247 -0.673 0.220
O 4.377405 -3.355797 -2.089047 -0.082 0.346 -0.159
P 2.161281 -2.012604 -1.165432 0.117 0.169 0.237
C 0.790115 -0.696162 -1.161407 -0.143 -0.016 -0.603
C -0.536565 -1.141436 -1.762713 -0.214 -0.087 0.444
C -1.149300 -2.416012 -1.171456 0.382 0.304 0.019
S -1.222565 -2.413457 0.651857 -0.197 -0.054 0.002
H 1.507779 -2.750215 -0.129233 0.034 -0.024 0.031
H 3.118061 -1.037019 -0.758030 -0.136 -0.050 -0.111
H 1.987961 -2.196836 -2.580348 -0.008 0.087 -0.106
H 0.642235 -0.258745 -0.180916 0.018 -0.193 0.419
H 1.157759 0.119378 -1.788676 0.146 0.089 -0.171
H -0.426241 -1.275309 -2.835685 0.045 -0.210 -0.249
H -1.285532 -0.360756 -1.655207 -0.035 0.328 0.020
H -2.182528 -2.492236 -1.482068 -0.229 -0.129 -0.214
H -0.621997 -3.284164 -1.544237 0.062 -0.355 0.191
H -0.300713 -3.342186 0.941724 0.089 0.054 -0.191
C -4.509004 -1.224452 3.235015 0.038 -0.094 0.134
Cl -4.496094 -0.479501 1.626276 -0.090 0.048 -0.038
Cl -3.242251 -2.438796 3.394189 -0.147 -0.015 0.233
H -4.348183 -0.451972 3.978626 0.077 0.051 -0.071
H -5.476256 -1.696402 3.378314 0.346 0.039 -0.110
C -3.284399 0.925607 -4.401543 0.026 0.075 -0.064
Cl -1.522046 0.952586 -4.499153 -0.039 0.022 0.009
Cl -3.876962 -0.244511 -3.213840 -0.055 0.007 -0.003
H -3.629701 1.911525 -4.114787 0.028 -0.004 0.082
H -3.678855 0.657562 -5.374236 0.030 -0.079 0.000
C -4.483309 3.270165 1.873461 0.002 -0.098 0.006
Cl -3.589769 3.931323 3.246247 -0.035 0.008 0.065
Cl -4.128070 4.149480 0.375575 -0.068 -0.001 -0.045
H -4.205937 2.231574 1.743702 0.124 0.025 -0.044
H -5.543645 3.355964 2.076473 0.073 0.053 0.038
C -1.675387 7.247672 4.712778 -0.091 0.030 -0.052
Cl 0.090073 7.243316 4.604428 0.008 0.006 -0.069
Cl -2.260995 6.134159 5.950547 -0.041 0.005 0.005
H -2.004114 8.249222 4.961271 0.052 0.006 0.080
H -2.080144 6.944052 3.754397 0.055 -0.098 -0.003
C 2.586740 -6.133362 -2.435112 0.009 0.204 0.066
Cl 0.859367 -6.506713 -2.600036 -0.047 0.001 -0.021
Cl 3.553222 -7.603324 -2.200998 0.018 -0.040 0.006
H 2.926456 -5.637561 -3.334279 -0.013 -0.098 -0.082
H 2.731265 -5.488824 -1.571883 -0.014 -0.200 0.088
C 0.631864 3.194334 -6.963625 0.063 -0.006 0.075
Cl -0.996879 2.851971 -7.563875 -0.042 0.099 -0.110
Cl 1.509222 1.717580 -6.559760 0.028 0.034 0.008
H 1.178538 3.724345 -7.733774 -0.018 -0.054 -0.061
H 0.548553 3.803427 -6.071622 -0.056 -0.061 0.047
C -8.702896 -2.467083 1.963624 -0.031 -0.043 -0.080
Cl -7.832948 -1.815619 3.361826 -0.368 -0.052 0.059
Cl -8.332642 -1.576207 0.486603 -0.024 -0.024 -0.008
H -8.411338 -3.501488 1.829438 0.094 0.018 0.000
H -9.765998 -2.395124 2.157111 0.003 0.084 0.031
C 6.057051 -2.120830 0.330157 0.009 -0.120 0.009
Cl 5.485660 -0.441324 0.401516 0.084 0.064 0.005
Cl 7.340940 -2.411840 1.527186 0.032 0.191 -0.078
H 5.223260 -2.786313 0.534344 0.040 0.041 0.085
H 6.449262 -2.310740 -0.660353 0.015 0.062 -0.007
C 5.012221 -6.684583 1.462865 -0.180 0.106 -0.291
Cl 4.436218 -7.372324 2.996630 -0.010 -0.072 0.017
Cl 5.847287 -5.157129 1.694147 0.170 -0.261 0.177
H 5.695434 -7.390756 1.006717 0.034 -0.029 0.086
H 4.158755 -6.506607 0.816362 -0.024 0.112 0.063
C 3.407420 2.866479 0.804349 0.055 -0.009 -0.118
Cl 2.348026 1.967175 -0.283363 0.143 0.147 0.103
Cl 2.590623 3.302543 2.314236 0.030 0.045 0.030
H 4.264423 2.247680 1.041363 -0.043 -0.077 0.066
H 3.724950 3.776964 0.310704 -0.065 0.037 0.013
C 6.222915 -5.427567 -3.408524 -0.066 0.141 0.336
Cl 5.154616 -5.365134 -4.813474 0.020 -0.045 -0.166
Cl 7.914504 -5.118073 -3.853403 0.050 -0.031 -0.003
H 5.887158 -4.665108 -2.704933 -0.070 0.028 -0.120
H 6.154345 -6.414670 -2.968209 0.050 -0.053 -0.108
C 3.306606 8.972997 5.602721 -0.007 -0.067 -0.031
Cl 2.832750 10.674968 5.688021 -0.043 -0.001 -0.052
Cl 4.408470 8.534586 6.912892 0.006 -0.044 -0.019
H 2.416293 8.361199 5.677568 -0.024 0.051 0.103
H 3.804071 8.798249 4.656712 0.070 0.064 0.014
C -7.828628 4.835035 0.893383 0.049 0.010 -0.062
Cl -7.894042 4.273189 2.571602 -0.052 0.024 0.011
Cl -9.308239 5.681053 0.426565 0.016 0.001 -0.030
H -6.990576 5.513271 0.788299 -0.016 0.040 0.054
H -7.700150 3.975922 0.246031 -0.063 -0.038 0.023



# 3
69
Properties=species:S:1:pos:R:3:forces:R:3 method="wB97M-V/def2-TZVPD" orbital_gap_ev="3.8 / 9.1" e_tot_ev=-132541.7968 homo_energy_ev="-1.5470 / -6.8357" total_charge=-1 spin_multiplicity=2
Cl -0.456793 -5.492280 0.374166 -0.235 0.491 0.433
C -0.235509 -3.871733 1.136347 0.976 0.154 0.977
C -0.014320 -3.939288 2.674212 -0.431 -0.465 -0.487
Cl 0.812641 -2.443774 3.212402 -0.002 -0.341 -0.048
H -1.071324 -3.209414 0.910860 0.084 -0.231 -0.200
H 0.686904 -3.448468 0.738733 -0.264 -0.053 -0.381
H 0.607969 -4.770861 3.004895 0.062 0.058 -0.397
H -0.968072 -4.037238 3.192730 0.054 0.240 0.069
Cl 6.220080 -4.129390 0.780218 -0.349 -0.525 -0.205
C 5.248853 -3.897907 -0.721478 -0.385 0.611 -0.375
C 3.714404 -3.878662 -0.482221 1.541 0.286 0.377
Cl 3.137784 -5.570456 -0.347558 -0.096 0.336 0.069
H 5.490161 -4.624075 -1.497725 0.208 -0.269 0.437
H 5.668246 -2.948569 -1.054597 -0.688 0.165 -0.188
H 3.169769 -3.354410 -1.267492 0.146 -0.246 -0.076
H 3.557149 -3.337856 0.450999 -0.378 -0.233 0.013
C -1.269749 3.038040 -5.770528 1.546 0.539 3.051
O -1.641055 3.010097 -6.883581 -1.388 -0.502 -3.947
N -1.562156 4.057388 -4.929711 1.071 -1.631 2.108
C -1.142245 4.076337 -3.533917 -0.321 -0.601 0.298
C -2.282492 5.191157 -5.256364 -0.817 1.610 -1.685
H -0.583256 2.298220 -5.330536 -0.202 -0.008 0.132
H -1.938214 3.656231 -2.919056 -0.065 -0.045 0.199
H -1.013493 5.106563 -3.202027 0.268 0.018 -0.152
H -0.251306 3.490568 -3.307636 0.024 0.038 -0.364
H -2.668038 5.145629 -6.274891 0.281 -0.100 -0.118
H -3.163881 5.394438 -4.648149 0.119 -0.099 0.496
H -1.550959 5.996004 -5.184435 -0.497 0.758 -0.050
C -1.053443 0.423452 4.281335 -0.778 0.296 1.290
O -0.966960 1.351148 5.086660 0.528 -0.537 -0.758
N -2.247084 -0.167306 4.050898 -1.233 -1.292 -1.511
C -2.476764 -1.300778 3.139539 1.013 0.055 0.759
C -3.464724 0.208907 4.739417 0.940 1.354 0.311
H -0.216721 -0.103451 3.797120 -0.073 0.525 -0.200
H -1.543169 -1.554197 2.637260 -0.125 -0.100 0.162
H -3.224065 -1.168412 2.357162 -0.101 0.658 0.136
H -2.831016 -2.089263 3.803531 0.089 -0.584 -0.307
H -3.562454 -0.241806 5.727041 -0.002 -0.404 -0.010
H -3.318501 1.271979 4.930739 -0.619 0.167 0.049
H -4.342264 0.008179 4.124822 0.143 0.077 0.038
C -2.897640 0.540874 -3.864540 2.706 -0.570 0.211
O -1.684446 0.778916 -3.769754 -1.725 0.498 -0.477
N -3.436834 -0.504477 -3.240760 -3.035 -2.291 1.764
C -4.888987 -0.810685 -3.332182 0.648 -0.270 -0.554
C -2.724380 -1.477881 -2.357678 1.462 1.021 -1.461
H -3.608967 1.046009 -4.536149 0.123 0.324 0.116
H -5.446799 -0.637927 -2.411801 0.149 0.525 0.038
H -5.037909 -1.872722 -3.527145 0.378 -0.222 0.000
H -5.351183 -0.345346 -4.202774 0.029 0.511 0.247
H -2.824069 -2.499382 -2.724682 -0.418 0.065 -0.203
H -1.683486 -1.206434 -2.533580 0.177 -0.173 0.473
H -2.898492 -1.476832 -1.281674 -0.492 0.625 -0.135
C 4.784240 3.103708 4.131778 -0.315 1.357 0.788
O 4.101975 3.748820 4.913839 0.188 -0.360 0.223
N 4.333519 2.094679 3.391594 -1.093 -1.203 1.209
C 4.894285 1.825939 2.121875 0.402 -0.133 -2.203
C 2.977187 1.532256 3.644785 0.854 -1.440 -1.179
H 5.843646 3.376583 4.007735 0.097 -0.231 -0.411
H 4.959810 0.817879 1.712461 -0.513 -0.664 1.074
H 5.928006 2.136322 1.969600 -0.099 0.776 0.483
H 4.232678 2.283389 1.386275 0.302 0.409 -0.414
H 2.127907 2.048573 3.197301 0.185 0.605 0.473
H 3.014690 0.608683 3.067113 -0.124 -0.113 -0.275
H 2.808401 1.112995 4.636664 0.140 1.069 0.324
C 1.097276 -0.040637 -0.625890 -0.274 -0.967 0.446
Cl -0.446944 0.002582 0.468957 -2.209 -0.195 1.761
Cl 0.899816 1.320166 -1.603030 0.493 1.894 -1.807
Cl 2.662766 -0.089346 0.352693 1.860 0.104 0.701
Cl 1.009999 -1.561448 -1.530213 0.058 -1.118 -1.152